1.
{"formula": "C6H15NO", "method": "ωB97M-V/def2-TZVPD", "e_homo_ev": [-13.506, -13.506], "spin_multiplicity": 2, "s_squared": 0.7554, "total_charge": 1, "largest_force_ev_per_a": 5.1, "total_energy_ha": -367.2095, "symbols": ["C", "C", "C", "O", "N", "H", "H", "H", "H", "H", "H", "H", "C", "C", "C", "H", "H", "H", "H", "H", "H", "H", "H"], "positions_angstrom": [[-0.66104, 0.37305, 2.59706], [-1.21458, -0.83564, 1.88165], [0.09582, 1.34791, 1.75558], [-0.09573, 2.51862, 1.97896], [1.00582, 0.98547, 0.76121], [-1.51374, 0.97130, 3.14360], [0.16006, 0.35489, 3.44750], [-1.69745, -1.48477, 2.52915], [1.42635, 1.76278, 0.31325], [1.38647, 0.05060, 0.75086], [-0.28001, -1.26863, 1.41980], [-2.04124, -0.63095, 1.27415], [0.00922, -1.46345, -2.19589], [1.04461, -2.08927, -3.15336], [-0.30811, -0.17446, -2.83469], [-0.81157, -2.24054, -2.12437], [0.35241, -1.45044, -1.08764], [1.39208, -3.05850, -2.74054], [-1.14445, -0.12805, -3.56840], [-0.32756, 0.60641, -1.94667], [0.50055, 0.31026, -3.33286], [0.57964, -2.29620, -4.13940], [1.94808, -1.49427, -3.40060]], "atomic_forces_ev_per_a": [[-1.186, 2.059, 3.430], [3.614, 0.433, -0.286], [2.648, -2.628, -3.527], [-0.722, 2.174, 0.553], [-2.772, 0.377, 2.934], [1.564, -0.930, -0.999], [-1.514, -0.959, -1.288], [-0.130, -1.499, 1.912], [0.833, 0.367, -0.652], [0.015, 0.092, -0.219], [-1.761, -0.370, -0.102], [-0.600, 0.874, -1.811], [0.920, -2.737, 0.281], [0.655, -1.513, 0.187], [-1.314, 3.564, 2.305], [0.412, 1.237, -0.304], [-0.091, 0.469, -1.777], [-0.046, 0.362, -0.437], [0.236, -0.064, 1.069], [-1.275, -0.963, -1.696], [1.060, -0.421, -0.755], [0.048, 0.080, 0.609], [-0.593, -0.004, 0.572]], "mulliken_charge": [-0.386, -0.932, 0.608, -0.157, -0.298, 0.371, 0.295, 0.385, 0.250, 0.273, 0.230, 0.345, 0.356, -1.299, -0.931, 0.228, -0.155, 0.349, 0.330, 0.124, 0.339, 0.317, 0.357]}


2.
{"formula": "C6H15NO2S", "method": "ωB97M-V/def2-TZVPD", "e_homo_ev": -9.004, "largest_force_ev_per_a": 1.2, "smiles": "CN=[S@](C)(=O)O.C=C(C)C", "total_energy_ha": -840.9503, "symbols": ["C", "N", "S", "C", "O", "O", "H", "H", "H", "H", "H", "H", "H", "C", "C", "C", "C", "H", "H", "H", "H", "H", "H", "H", "H"], "positions_angstrom": [[-1.31095, 0.42864, -1.52995], [-0.81478, -0.52533, -0.57695], [0.12336, -1.62018, -1.03166], [-0.48688, -2.74390, -2.32517], [0.61715, -2.39883, 0.06007], [1.39232, -1.05678, -1.92421], [-1.23905, 0.07615, -2.56279], [-2.35859, 0.63168, -1.30330], [-0.75226, 1.36505, -1.44601], [-1.35812, -3.25411, -1.93883], [-0.72381, -2.16944, -3.20894], [0.31649, -3.43982, -2.51776], [1.98196, -0.54228, -1.36749], [1.60286, 1.56025, 0.91301], [0.55807, 1.32229, 1.69012], [-0.68467, 2.15557, 1.65058], [0.52262, 0.17610, 2.64852], [1.63413, 2.38802, 0.22398], [2.48003, 0.93191, 0.95005], [-0.95757, 2.48581, 2.65243], [-0.55913, 3.02766, 1.01421], [-1.49822, 1.54553, 1.26066], [1.45395, -0.38349, 2.62750], [-0.28780, -0.49815, 2.37897], [0.34891, 0.53765, 3.66298]], "atomic_forces_ev_per_a": [[-0.169, 0.356, -0.289], [0.562, -1.076, -0.256], [-0.201, 0.474, 0.222], [0.494, 0.762, 0.539], [0.305, -0.417, -0.015], [-0.984, -0.640, -0.158], [-0.114, 0.176, -0.130], [0.023, 0.063, -0.100], [-0.057, 0.039, -0.098], [-0.137, 0.031, 0.207], [-0.081, 0.100, -0.209], [0.151, -0.138, -0.092], [0.097, 0.279, 0.460], [0.211, 0.026, -0.097], [-0.090, -0.007, 0.108], [0.183, -0.003, -0.089], [0.115, 0.003, -0.063], [-0.076, 0.209, -0.130], [0.159, -0.117, 0.073], [-0.074, 0.022, 0.058], [-0.038, 0.087, -0.060], [-0.172, -0.030, 0.008], [0.045, -0.077, 0.032], [-0.110, -0.099, 0.012], [-0.044, -0.023, 0.070]], "mulliken_charge": [-0.932, -0.151, 0.948, -1.043, -0.640, -0.501, 0.378, 0.320, 0.205, 0.347, 0.350, 0.355, 0.348, -1.229, 1.278, -1.342, -1.364, 0.281, 0.377, 0.403, 0.323, 0.262, 0.313, 0.305, 0.410]}


3.
{"formula": "C6H15NO2S", "method": "ωB97M-V/def2-TZVPD", "e_homo_ev": -8.940, "largest_force_ev_per_a": 5.4, "total_energy_ha": -840.8930, "symbols": ["C", "C", "C", "C", "C", "C", "N", "O", "O", "S", "H", "H", "H", "H", "H", "H", "H", "H", "H", "H", "H", "H", "H", "H", "H"], "positions_angstrom": [[-0.03107, 1.19859, 1.35039], [-2.69523, 0.15027, 0.56237], [-1.05604, 0.95950, -1.32690], [-1.13259, -1.44604, -0.80886], [-0.19347, 0.00228, 0.85706], [-1.33424, -0.09955, -0.26113], [2.99002, 0.33760, 1.22532], [2.21969, -1.81521, 0.28383], [3.49292, -0.32952, -1.39738], [2.27817, -0.47051, -0.09957], [0.78937, 1.54975, 2.12885], [-0.54780, 2.08241, 1.01535], [3.15052, -1.20527, -1.98801], [-2.98591, 1.18488, 0.88308], [-3.32935, -0.26990, -0.14309], [-2.58543, -0.52409, 1.43303], [-0.38674, 0.57228, -2.04423], [-0.76065, 1.95158, -0.99155], [-1.98946, 1.28549, -1.87766], [-1.76047, -1.50106, -1.82641], [-0.03820, -1.57973, -0.96085], [-1.44040, -2.18987, -0.07755], [0.28499, -0.93737, 1.25133], [3.72337, -0.14690, 1.65606], [3.33799, 1.24039, 1.15652]], "atomic_forces_ev_per_a": [[2.924, 2.200, 2.943], [2.452, -0.541, 0.023], [-2.482, 1.122, -0.193], [-1.353, -0.950, -2.594], [-1.742, -0.443, -0.339], [1.520, 2.660, 3.346], [-1.187, -1.619, -0.918], [0.374, -3.697, 0.975], [-2.270, -3.892, -0.582], [1.519, 4.765, -1.926], [-1.785, -1.349, -1.398], [-0.390, -0.106, -0.360], [1.597, 3.504, 2.144], [0.683, -0.940, -0.570], [-2.334, -0.534, -0.833], [-0.523, 0.482, -0.285], [0.985, -0.202, -0.867], [0.579, -0.309, 0.431], [0.561, -0.986, 0.304], [1.477, -0.537, 2.080], [-0.913, -0.160, -0.451], [-0.211, -0.336, -0.228], [-0.639, 1.193, -0.435], [1.098, -1.660, 0.651], [0.061, 2.337, -0.921]], "mulliken_charge": [-0.826, -1.563, -1.536, -1.626, -0.749, 1.636, -0.491, -0.526, -0.607, 0.754, 0.254, 0.235, 0.363, 0.294, 0.528, 0.350, 0.369, 0.361, 0.404, 0.360, 0.359, 0.377, 0.778, 0.264, 0.236]}


4.
{"formula": "C6H15NO3", "method": "ωB97M-V/def2-TZVPD", "e_homo_ev": -8.932, "largest_force_ev_per_a": 4.5, "smiles": "C[C@@](N)(O)C(=O)O.CCC", "total_energy_ha": -518.0419, "symbols": ["C", "C", "N", "O", "C", "O", "O", "H", "H", "H", "H", "H", "H", "H", "C", "C", "C", "H", "H", "H", "H", "H", "H", "H", "H"], "positions_angstrom": [[1.78176, 0.77728, 1.39788], [1.64347, 1.26022, -0.03037], [1.60721, 2.68084, -0.11300], [2.58232, 0.72553, -0.87116], [0.12799, 0.67983, -0.77389], [0.26178, 0.53463, -1.98837], [-0.93625, 1.33074, -0.24517], [0.93103, 1.10921, 1.99057], [1.85008, -0.30896, 1.41606], [2.70384, 1.18090, 1.81757], [0.85726, 3.08725, 0.43021], [1.57167, 3.01163, -1.06958], [2.11145, 0.53264, -1.72184], [-1.64441, 1.32966, -0.90820], [-1.49135, -1.51563, 1.33432], [-0.83155, -1.69832, -0.01646], [-1.80818, -1.74469, -1.17080], [-2.26704, -2.26695, 1.50264], [-0.76811, -1.60879, 2.14439], [-1.95685, -0.53105, 1.39214], [-0.17847, -2.57247, -0.03278], [0.04791, -0.72532, -0.09558], [-1.28199, -1.71721, -2.12605], [-2.42392, -2.65311, -1.12921], [-2.48964, -0.89787, -1.13332]], "atomic_forces_ev_per_a": [[0.191, 0.068, -0.308], [-1.960, -1.227, -0.199], [0.045, 0.075, 0.052], [0.119, -0.246, -0.561], [2.588, 3.519, -1.118], [-0.794, -0.672, 0.745], [-0.381, -0.716, 0.165], [-0.003, -0.007, 0.078], [-0.105, -0.017, -0.005], [-0.049, 0.048, 0.036], [0.010, -0.024, -0.043], [-0.033, -0.073, 0.050], [0.304, 0.136, 0.601], [0.054, 0.064, -0.042], [0.064, -0.050, 0.060], [1.829, 1.549, 0.323], [0.371, 0.216, -0.116], [-0.010, -0.010, -0.066], [-0.002, 0.073, 0.028], [-0.033, 0.001, 0.056], [0.025, 0.013, 0.017], [-2.227, -2.956, 0.210], [-0.089, -0.032, -0.012], [0.224, 0.140, 0.076], [-0.138, 0.129, -0.026]], "mulliken_charge": [-1.416, 0.656, -0.612, -0.604, 0.615, -0.697, -0.459, 0.308, 0.339, 0.446, 0.255, 0.257, 0.438, 0.390, -1.220, 0.388, -1.289, 0.416, 0.323, 0.250, 0.402, -0.213, 0.328, 0.424, 0.275]}


5.
{"formula": "C6H15NP", "method": "ωB97M-V/def2-TZVPD", "e_homo_ev": -13.821, "total_charge": 1, "largest_force_ev_per_a": 4.2, "smiles": "CC(C)=[N+](P)C(C)C", "total_energy_ha": -633.4015, "symbols": ["C", "C", "C", "N", "P", "C", "C", "C", "H", "H", "H", "H", "H", "H", "H", "H", "H", "H", "H", "H", "H", "H", "H"], "positions_angstrom": [[-2.56076, 0.78250, -0.58185], [-1.34420, -0.03836, -0.23658], [-1.60730, -1.51528, -0.23643], [-0.17996, 0.52078, 0.16661], [-0.11513, 2.23760, 0.20442], [1.06037, -0.37006, 0.15242], [2.39240, 0.44659, 0.46624], [1.29581, -1.13796, -1.17693], [-2.18402, 1.74310, -1.13995], [-3.08652, 1.19365, 0.22285], [-3.31171, 0.13754, -1.21418], [-0.59637, -2.08353, -0.15536], [-2.22902, -1.78545, -1.08368], [-2.30864, -1.67327, 0.73464], [-1.14702, 2.57918, 1.19643], [0.88770, 2.39194, 1.18278], [0.97102, -1.01404, 0.96319], [3.18843, -0.32056, 0.55895], [2.87380, 1.08849, -0.36222], [2.39969, 1.03465, 1.43994], [1.32498, -2.29720, -1.13210], [2.17922, -0.73266, -1.66608], [0.35630, -0.95166, -1.77168]], "atomic_forces_ev_per_a": [[0.949, 0.122, -3.214], [0.391, 0.599, 1.208], [1.172, -0.382, 2.292], [-2.418, -3.005, -1.548], [-0.139, 2.369, 0.634], [2.403, 1.986, -0.656], [0.833, 0.338, 0.008], [-2.008, -0.879, -0.382], [-0.857, -1.752, 0.480], [-0.720, 0.368, 1.654], [1.603, 1.471, 1.128], [-2.432, 0.523, -0.059], [0.235, -0.226, -0.123], [1.715, 0.198, -2.040], [0.567, -0.687, -0.744], [-0.029, -0.185, -0.181], [-0.442, -1.169, 1.463], [-0.594, 0.152, 0.256], [-1.508, -0.671, 0.988], [-0.159, -0.866, -1.269], [0.312, 2.034, 0.399], [-0.194, -0.246, -0.210], [1.320, -0.093, -0.084]], "mulliken_charge": [-1.444, 0.863, -1.185, 0.262, -0.083, 0.378, -1.861, -1.055, 0.441, 0.410, 0.334, 0.275, 0.427, 0.366, 0.120, 0.081, 0.283, 0.441, 0.420, 0.488, 0.308, 0.368, 0.363]}


These records have relative energy (zero: lowest compared OMol25 entry of this formula, charge and spin) values of 68.3, 66.4, 102.3, 49.1, 21.8 kcal/mol, in the order they appear.